Density functional theory data (ωB97M-V with the def2-TZVPD basis set) for a structure of composition C38H32Cl3F5N2O4S3SiW.

Geometry as XYZ:
```
89
C38H32Cl3F5N2O4S3SiW | OMol25 | ωB97M-V with the def2-TZVPD basis set
W -0.31287 0.51209 0.23695
S -0.26649 2.89225 0.78894
C -1.60660 2.60655 1.81344
N -2.15428 1.42634 1.70820
C -3.18202 1.26203 2.63428
C -3.98280 0.13578 2.79587
C -4.98276 0.16389 3.74589
C -5.20522 1.30019 4.52895
C -4.42852 2.43106 4.36847
C -3.41485 2.39766 3.41808
S -2.28851 3.65584 2.99578
H -3.81666 -0.73027 2.17570
H -5.60820 -0.70795 3.88475
H -5.99436 1.29567 5.26862
H -4.59757 3.31396 4.96999
C -2.70172 2.49458 -1.40438
Si -3.14130 0.67929 -1.46126
C -3.32196 0.31746 -3.30285
C -4.79323 0.50673 -0.58511
N -1.96563 -0.46268 -0.67592
C -2.16722 -1.78828 -1.01322
C -3.30045 -2.28094 -1.71493
C -3.45405 -3.60685 -2.06678
C -2.51571 -4.58622 -1.74571
C -1.42581 -4.19139 -1.00294
C -1.31224 -2.85623 -0.68318
O 0.60808 -1.35343 -0.57271
C 1.28103 -3.47276 0.68176
C 1.26683 -4.20137 1.97659
C 1.74841 -5.60106 1.75876
C 2.53789 -5.90705 0.72394
C 2.90294 -4.92417 -0.28518
C 2.26530 -3.74436 -0.34364
H -3.37071 2.93541 -2.15164
H -1.68416 2.72157 -1.70921
H -2.91142 2.98007 -0.45305
H -3.01061 1.19861 -3.86792
H -4.36887 0.11919 -3.54916
H -2.73526 -0.52677 -3.65828
H -5.59697 0.82166 -1.25647
H -4.82666 1.15268 0.29234
H -5.01091 -0.51018 -0.25359
H -4.09712 -1.60866 -1.98765
H -4.34901 -3.88486 -2.60911
H -2.64742 -5.61643 -2.04201
H -0.67308 -4.89135 -0.65264
H 0.29861 -4.17088 2.46678
H 1.48891 -6.33148 2.51318
H 2.92436 -6.91329 0.62607
H 3.67724 -5.16035 -1.00212
H 2.46740 -2.99725 -1.10075
O 0.10843 1.17269 -1.26448
S -0.17326 -0.40402 -3.97285
C -0.35391 1.01392 -5.02338
C -0.73631 0.87202 -6.35220
C -0.93702 1.99768 -7.13805
C -0.75643 3.26484 -6.60092
C -0.37786 3.40966 -5.27324
C -0.18386 2.28630 -4.48150
C 1.56206 -0.77496 -4.02225
C 2.55202 0.19946 -4.05523
C 3.88673 -0.16984 -3.98748
C 4.24441 -1.50509 -3.86071
C 3.25494 -2.47634 -3.81678
C 1.91773 -2.11582 -3.90749
H -0.87439 -0.12104 -6.75945
H -1.23444 1.88499 -8.17272
H -0.91420 4.14044 -7.21748
H -0.24096 4.39688 -4.85051
H 0.09272 2.38126 -3.43912
H 2.28379 1.24551 -4.11943
H 4.65165 0.59579 -4.01224
H 5.28767 -1.78557 -3.79758
H 3.52190 -3.52269 -3.72841
H 1.14264 -2.87350 -3.89083
Cl 0.07653 -2.46009 0.35421
C -0.70206 -1.91289 1.68155
Cl 2.40146 -3.38734 3.16101
Cl -2.19492 -2.71397 2.04998
C -0.18257 -0.95053 2.73639
O -0.32665 -1.19442 3.90300
O 0.24531 0.16594 2.21824
F 2.52102 0.29059 -0.92407
C 2.00211 0.44820 0.31861
F 2.44620 -0.61242 1.05235
C 2.75920 1.66832 0.89654
F 2.39244 1.97168 2.13737
F 4.07391 1.41707 0.91197
F 2.56887 2.74387 0.11434
```

Results
* gap between HOMO and LUMO: 6.9 eV
* molecular weight: 1090.16 Da
* HOMO: -0.3003 Eh
* total charge: 0
* lowest unoccupied orbital energy: -1.258 eV
* relative energy (zero: lowest compared OMol25 entry of this formula, charge and spin): 19.78 kcal per mole
* spin multiplicity: 1

Here are the Löwdin charges for atoms 1 to 5, given in e:
1. W 1.6459
2. S 0.7788
3. C -1.0631
4. N -0.0586
5. C -0.2918

---

Density functional theory data (ωB97M-V with the def2-TZVPD basis set) for a structure of composition C38H33BaN10O5.

Geometry as XYZ:
```
87
C38H33BaN10O5 | OMol25 | ωB97M-V with the def2-TZVPD basis set
Ba -0.17152 -0.22176 -0.06773
O 2.98848 -1.87495 2.85917
C 2.34123 -1.43092 1.91202
O 1.12060 -1.10699 1.86772
C 3.10330 -1.25660 0.57769
C 4.42481 -1.65817 0.42477
C 5.02398 -1.50413 -0.81652
C 4.29559 -0.97580 -1.87331
C 2.97412 -0.61143 -1.64667
N 2.42631 -0.75757 -0.44792
C 2.07776 -0.13520 -2.79799
O 2.63870 0.12558 -3.85973
O 0.82453 -0.10834 -2.55182
H 4.94379 -2.07729 1.27488
H 6.05356 -1.80781 -0.96619
H 4.71310 -0.84606 -2.86147
C -1.50243 6.11270 -0.33536
C -2.48849 6.34105 -1.44262
C -2.62545 7.61168 -2.00199
C -3.55012 7.88730 -2.99436
C -4.37682 6.87544 -3.46179
C -4.24508 5.60054 -2.94415
C -3.31052 5.32221 -1.94393
N -3.25952 4.00754 -1.43326
C -2.15239 3.17432 -1.40427
N -1.05640 3.65491 -2.03424
C 0.29736 3.28875 -1.81249
C 0.78489 3.00809 -0.53483
C 2.15105 2.76035 -0.41119
C 3.01237 2.84507 -1.49053
C 2.49917 3.11424 -2.75055
C 1.14069 3.32026 -2.93229
C 0.57911 3.53442 -4.31039
N -2.18347 1.99886 -0.88011
C -3.28406 1.61785 -0.10675
C -3.52587 2.21036 1.13794
C -4.60409 1.80522 1.90837
C -5.43743 0.79040 1.45652
C -5.17213 0.17501 0.24171
C -4.10059 0.56741 -0.55474
C -3.81219 -0.10430 -1.86812
H -1.41334 7.00777 0.28038
H -0.50896 5.87919 -0.72430
H -1.76508 5.27560 0.30830
H -1.99470 8.40705 -1.62224
H -3.63016 8.89006 -3.39433
H -5.10931 7.07226 -4.23394
H -4.86132 4.79005 -3.31529
H -4.14301 3.54852 -1.28099
H -1.21160 4.42618 -2.66349
H 2.53143 2.48954 0.57065
H 4.07257 2.66183 -1.36299
H 3.14797 3.10575 -3.61744
H 1.35637 3.38537 -5.05811
H 0.17494 4.54409 -4.44741
H -0.22708 2.82599 -4.51146
H -2.83438 2.96980 1.48437
H -4.78371 2.27455 2.86791
H -6.27839 0.46541 2.05668
H -5.80437 -0.63775 -0.09950
H -4.43620 -0.98885 -1.99574
H -2.76451 -0.40607 -1.93838
H -3.98858 0.56956 -2.70996
N -0.09705 -2.67392 -3.16374
C -0.75782 -3.44920 -2.30713
N -0.90717 -4.74273 -2.62903
C -1.58413 -5.45952 -1.74390
N -1.73189 -6.78309 -1.99845
N -2.13794 -5.00138 -0.61520
C -1.93680 -3.70534 -0.39361
N -1.25975 -2.88454 -1.18289
C -2.53672 -3.14555 0.83892
C -3.26673 -3.95321 1.70475
C -3.81322 -3.37512 2.83748
C -3.61948 -2.02475 3.06955
C -2.87194 -1.29860 2.15389
N -2.34917 -1.84836 1.06873
H 0.30524 -3.11446 -3.97150
H 0.14507 -1.69783 -2.95240
H -1.47817 -7.11815 -2.90936
H -2.38475 -7.29859 -1.43834
H -3.38746 -5.00237 1.48373
H -4.38389 -3.97607 3.53407
H -4.03130 -1.53511 3.94108
H -2.69726 -0.23684 2.29113
O -0.34104 3.62521 1.49732
C -0.05788 2.65899 0.80189
```

Results
* gap between HOMO and LUMO: 5.1 eV
* molecular weight: 847.08 Da
* HOMO: -0.1152 Eh
* total charge: -1
* lowest unoccupied orbital energy: 1.943 eV
* spin multiplicity: 1

Here are the Löwdin charges for atoms 1 to 5, given in e:
1. Ba 1.8589
2. O 0.0057
3. C -0.6626
4. O -0.2998
5. C -0.1848

---

Density functional theory data (ωB97M-V with the def2-TZVPD basis set) for a structure of composition C38H33CoFN4O4P.

Geometry as XYZ:
```
82
C38H33CoFN4O4P | OMol25 | ωB97M-V with the def2-TZVPD basis set
Co -0.03003 0.07077 -0.02862
N -0.34582 0.23221 1.92741
C -1.01240 -0.82526 2.66523
C -0.90241 -0.90978 4.04201
C -1.55016 -1.93716 4.71389
C -2.30578 -2.86635 4.01328
C -2.40786 -2.77913 2.63319
C -1.75677 -1.75959 1.94778
P -1.67412 -1.58570 0.14807
C -3.06646 -0.50054 -0.29933
C -3.78278 0.22355 0.64748
C -4.74168 1.14370 0.24346
C -4.99670 1.33511 -1.10527
C -4.29535 0.60191 -2.05498
C -3.32958 -0.30554 -1.65617
C -2.06375 -3.19226 -0.57276
C -3.37300 -3.61777 -0.78777
C -3.61234 -4.87964 -1.30882
C -2.55025 -5.71953 -1.61664
C -1.24400 -5.29873 -1.41090
C -1.00235 -4.03474 -0.89445
H 0.48772 0.51724 2.43578
H -0.93364 1.06819 1.85389
H -0.31911 -0.17965 4.58953
H -1.46034 -2.01080 5.78866
H -2.80488 -3.66680 4.54173
H -2.97532 -3.51753 2.08049
H -3.59812 0.07559 1.70460
H -5.29062 1.70734 0.98542
H -5.74551 2.05081 -1.41690
H -4.50349 0.73852 -3.10873
H -2.78264 -0.87126 -2.40347
H -4.20370 -2.96084 -0.55838
H -4.62922 -5.20846 -1.47574
H -2.74177 -6.70315 -2.02398
H -0.41651 -5.94956 -1.65827
H 0.01694 -3.69917 -0.74117
C -1.33966 5.14532 -5.19877
C -1.61496 3.71970 -5.64825
C -0.98097 3.43305 -6.99802
C -1.32418 2.03011 -7.45904
C -0.91357 1.02811 -6.41876
C -0.61391 -0.26788 -6.76361
C -0.22091 -1.18400 -5.78985
F 0.05268 -2.43740 -6.17791
C -0.10126 -0.84066 -4.47684
C -0.39916 0.47754 -4.09809
C -0.30225 0.84557 -2.69460
O 0.11312 -0.04671 -1.88981
C -0.68233 2.15852 -2.35412
C -1.06443 3.01387 -3.36448
N -1.12523 2.70713 -4.65750
C -0.81199 1.40734 -5.06220
C -0.72012 2.75469 -0.96238
O -1.04037 3.91869 -0.82836
O -0.44588 1.95571 0.02108
H -1.55423 5.81150 -6.03335
H -0.29257 5.27537 -4.92264
H -1.96349 5.46390 -4.36679
H -2.69623 3.56542 -5.73048
H 0.10339 3.55628 -6.91953
H -1.34206 4.17410 -7.71064
H -0.83416 1.79503 -8.40368
H -2.40201 1.95418 -7.63473
H -0.67410 -0.58876 -7.79550
H 0.21358 -1.55721 -3.73291
H -1.33187 4.01667 -3.07138
N 4.21156 3.27635 1.08488
C 4.88331 2.10895 0.92774
O 6.07330 2.00022 1.12944
C 4.08017 0.90757 0.50025
C 4.76951 -0.22104 0.07346
C 4.05620 -1.33445 -0.33143
C 2.67289 -1.29292 -0.28581
N 2.00308 -0.22335 0.14617
C 2.69746 0.85552 0.52145
H 4.76165 4.08701 1.31659
H 3.28190 3.42296 0.73532
H 5.85131 -0.19636 0.07056
H 4.55694 -2.22681 -0.67850
H 2.07024 -2.13629 -0.59716
H 2.09414 1.69555 0.84903
```

Results
* gap between HOMO and LUMO (alpha / beta): 8.3 / 8.3 eV
* molecular weight: 718.61 Da
* HOMO (alpha / beta): -0.3965 / -0.3995 Eh
* total charge: +1
* lowest unoccupied orbital energy (alpha / beta): -2.532 / -2.523 eV
* relative energy (zero: lowest compared OMol25 entry of this formula, charge and spin): 11.56 kcal per mole
* spin multiplicity: 2

Here are the Löwdin charges for atoms 1 to 5, given in e:
1. Co 0.4139
2. N 0.0351
3. C -0.2826
4. C -0.0155
5. C -0.0556